# 1
The following is a DFT calculation (ωB97M-V/def2-TZVPD) of C23H22N2O5S in the gas phase at a distorted geometry.

ΔE to the lowest compared entry with this formula, charge and spin = 4.163 eV
HOMO level = -0.305 hartree
Spin multiplicity = 1
M = 438.505 g/mol
Gap between HOMO and LUMO = 8.546 eV
Structure (SMILES) = COC(=O)c1ccc(COc2ccccc2/C=N/NS(=O)(=O)c2ccc(C)cc2)cc1

Cartesian coordinates (Å):
S1 4.966 0.848 1.318
C1 3.464 -3.028 -0.508
H1 1.156 2.341 0.479
H2 -1.986 0.659 1.051
H3 4.770 -2.571 -2.143
H4 2.290 -3.219 1.272
H5 -2.539 3.128 -1.628
H6 0.927 -1.450 -3.551
C2 0.518 -0.669 -2.929
H7 -4.934 2.663 -1.298
H8 2.345 -0.315 -1.855
C3 -3.950 -0.185 1.096
H9 2.860 -5.079 -0.422
C4 3.023 -2.623 0.749
H10 3.486 -4.570 -1.997
C5 -0.550 1.349 -1.324
N1 2.858 1.289 -0.069
O1 -7.477 -0.876 0.619
C6 -3.350 1.764 -0.171
H11 -8.209 -2.811 0.686
H12 -8.567 -1.812 2.108
C7 -4.662 1.863 -0.624
C8 -2.324 2.782 -0.607
C9 -5.615 0.950 -0.220
H13 3.234 2.407 1.593
C10 3.508 -1.464 1.327
C11 4.905 -1.097 -0.601
C12 -0.807 -0.291 -3.066
H14 -6.632 1.028 -0.572
C13 -8.472 -1.805 1.020
N2 3.653 1.846 0.851
H15 -2.376 3.651 0.061
H16 -9.399 -1.478 0.558
C14 4.439 -0.712 0.638
H17 5.635 -0.477 -1.097
H18 -3.694 -0.992 1.766
O2 -5.979 -2.021 1.830
O3 6.151 1.306 0.664
H19 -1.439 -0.776 -3.795
C15 -1.341 0.709 -2.271
C16 0.799 0.969 -1.178
H20 1.877 -4.067 -1.472
C17 -6.244 -1.096 1.101
C18 1.629 1.604 -0.176
C19 -5.263 -0.085 0.642
H21 3.182 -1.134 2.300
C20 4.417 -2.260 -1.170
O4 4.943 0.849 2.752
C21 2.896 -4.261 -1.139
O5 -0.989 2.345 -0.501
H22 -2.379 0.975 -2.392
C22 1.311 -0.041 -1.990
C23 -3.003 0.736 0.696


# 2
The following is a DFT calculation (ωB97M-V/def2-TZVPD) of a molecular structure, C24H27AsN5O4Ti at a distorted geometry.

ΔE to the lowest compared entry with this formula, charge and spin = 0.548 eV
HOMO level (alpha / beta) = -0.262 / -0.272 hartree
Expectation value of S² = 0.754
Spin multiplicity = 2
M = 572.300 g/mol
Gap between HOMO and LUMO (alpha / beta) = 6.837 / 7.153 eV

Cartesian coordinates (Å):
C1 2.050 1.423 2.096
C2 -0.221 2.138 1.853
H1 -1.415 2.264 -3.373
N1 -1.523 0.210 1.447
N2 0.692 -2.816 2.525
C3 -1.169 4.322 2.140
H2 -4.613 -2.317 1.391
C4 5.167 -0.641 1.695
As1 0.000 0.057 -1.550
H3 -1.035 5.382 2.315
C5 -2.668 -0.488 1.611
H4 1.718 3.517 -1.949
C6 -1.291 -3.383 -0.137
C7 4.297 0.323 2.157
H5 0.843 1.603 -3.332
H6 -0.851 -1.842 -2.947
H7 -3.307 4.448 2.037
N3 2.529 -0.607 0.833
H8 1.279 -2.868 -3.765
C8 -1.510 1.607 1.719
H9 2.982 -2.280 -0.288
H10 4.572 1.094 2.863
H11 -2.481 0.017 -1.545
C9 -1.783 0.825 -1.782
H12 -3.098 1.797 -3.190
C10 -3.698 -2.670 0.940
C11 3.000 0.324 1.663
O1 0.862 -1.667 3.043
C12 -2.074 1.423 -3.151
C13 -0.051 3.499 2.082
O2 1.107 -2.877 1.345
H13 -1.904 1.567 -0.992
H14 2.211 -1.548 -3.065
C14 1.289 -2.126 -2.966
H15 -1.962 0.691 -3.954
H16 -2.249 -5.154 -0.834
O3 2.504 2.370 2.726
C15 1.075 2.759 -1.499
N4 -1.380 -2.218 0.516
H17 1.345 -2.664 -2.015
C16 1.138 1.458 -2.291
H18 0.940 3.902 2.215
C17 -2.442 3.799 1.984
H19 0.010 -0.683 -3.959
H20 2.157 1.063 -2.290
C18 0.055 -1.234 -3.018
H21 5.359 -2.334 0.363
H22 -3.612 2.018 1.687
C19 -3.593 -3.873 0.271
H23 1.395 2.612 -0.468
C20 4.709 -1.569 0.764
C21 3.385 -1.532 0.381
H24 6.190 -0.678 2.044
H25 0.061 3.165 -1.464
H26 -0.314 -3.648 -0.519
O4 -3.736 -0.141 2.096
Ti1 0.277 -0.822 1.182
C22 -2.372 -4.227 -0.292
C23 -2.571 -1.864 1.021
C24 -2.624 2.436 1.779
H27 -4.450 -4.528 0.181
N5 0.800 1.186 1.668


# 3
The following is a DFT calculation (ωB97M-V/def2-TZVPD) of a molecular structure, C2H3AlLiO at a distorted geometry.

HOMO level (alpha / beta) = -0.524 / -0.509 hartree
Spin multiplicity = 1
M = 76.968 g/mol
Gap between HOMO and LUMO (alpha / beta) = 7.204 / 7.675 eV
Charge = +1

Cartesian coordinates (Å):
H1 -2.152 0.219 0.132
H2 1.344 -0.746 -2.035
C1 -0.095 0.705 0.427
Li1 0.681 -0.923 -0.416
O1 1.168 0.199 0.652
H3 -1.061 -1.231 0.554
Al1 1.263 1.925 0.332
C2 -1.148 -0.148 0.353


# 4
The following is a DFT calculation (ωB97M-V/def2-TZVPD) of a molecular structure, CF5KLiO3P at a distorted geometry.

ΔE to the lowest compared entry with this formula, charge and spin = 1.397 eV
HOMO level = -0.365 hartree
Spin multiplicity = 1
M = 232.011 g/mol
Gap between HOMO and LUMO = 8.603 eV

Cartesian coordinates (Å):
O1 -0.686 -3.067 0.628
F1 0.296 0.582 -0.927
O2 -1.462 -1.230 -0.286
K1 -2.167 1.047 -0.636
F2 2.686 -0.742 -0.149
F3 1.967 0.431 1.679
F4 -0.592 1.265 1.109
P1 1.372 0.124 0.226
Li1 -2.559 -2.906 -0.037
C1 -0.548 -1.892 0.270
O3 0.637 -1.302 0.588
F5 2.118 1.353 -0.517